No. 1
DFT (wB97M-V/def2-TZVPD) results for C48H71NPReTe as an isolated structure.

The value obtained for the HOMO-LUMO gap is 7.324 eV. As for the charge: +2.

XYZ file:
```
123
Properties=species:S:1:pos:R:3:lowdin_charge:R:1
Re -0.0597 -0.3016 0.4000 1.25
C 0.3661 -1.5218 2.3572 -0.25
C -0.7662 -0.5745 2.4385 -0.29
C -0.1434 0.6420 3.1529 -0.09
C 1.1693 0.3555 3.3794 0.02
C 1.4628 -1.0081 3.0372 -0.17
C 2.6595 -1.7374 3.5784 -0.54
C 3.9701 -1.0218 3.2108 -0.02
C 2.6912 -3.2089 3.1675 -0.04
C 2.4957 -1.6738 5.1157 -0.01
C -0.7216 1.9788 3.6158 -0.51
C 0.3978 3.0395 3.6423 -0.05
C -1.2355 1.8605 5.0630 -0.02
C -1.8489 2.4903 2.7122 -0.06
C -2.0848 -1.2141 2.9689 -0.52
C -3.2912 -0.2795 2.9052 -0.03
C -2.4785 -2.4775 2.2008 -0.04
C -1.8199 -1.6349 4.4244 -0.01
H 0.2369 -2.5746 2.1655 0.10
H 1.8839 1.0124 3.8437 0.12
H 4.1565 -1.0032 2.1361 0.05
H 4.8008 -1.5510 3.6771 0.10
H 3.9820 0.0031 3.5803 0.09
H 2.7712 -3.3414 2.0878 0.04
H 1.8001 -3.7337 3.5158 0.09
H 3.5553 -3.6918 3.6229 0.10
H 2.5742 -0.6548 5.4917 0.09
H 3.2884 -2.2656 5.5734 0.10
H 1.5371 -2.0874 5.4319 0.10
H 1.1359 2.8438 4.4184 0.09
H -0.0429 4.0094 3.8681 0.10
H 0.9152 3.1141 2.6852 0.08
H -0.4554 1.4936 5.7313 0.10
H -2.1036 1.2122 5.1524 0.07
H -1.5318 2.8534 5.4034 0.10
H -1.6659 2.2063 1.6782 0.03
H -1.8966 3.5773 2.7650 0.09
H -2.8231 2.1152 3.0040 0.07
H -3.3627 0.2153 1.9342 0.08
H -3.2738 0.4752 3.6846 0.06
H -4.2005 -0.8625 3.0519 0.10
H -2.8076 -2.2523 1.1899 0.07
H -3.3239 -2.9352 2.7153 0.10
H -1.6909 -3.2281 2.1606 0.08
H -1.4937 -0.8072 5.0503 0.07
H -1.0555 -2.4132 4.4675 0.09
H -2.7312 -2.0445 4.8609 0.10
Te 2.3825 -1.4895 -0.2879 1.60
C 3.8265 -0.3871 -1.3670 -0.48
C 3.7945 0.9716 -1.6272 -0.14
C 4.8266 1.5425 -2.3595 -0.06
C 5.8705 0.7572 -2.8235 -0.05
C 5.9025 -0.6017 -2.5386 -0.05
C 4.8834 -1.1815 -1.7999 -0.13
C 1.9600 -2.8940 -1.7999 -0.50
C 2.4043 -4.1912 -1.5857 -0.15
C 2.2001 -5.1524 -2.5681 -0.06
C 1.5584 -4.8121 -3.7469 -0.05
C 1.1187 -3.5104 -3.9541 -0.05
C 1.3196 -2.5441 -2.9817 -0.11
H 2.9927 1.5937 -1.2411 0.07
H 4.8137 2.6046 -2.5632 0.12
H 6.6686 1.2054 -3.3982 0.12
H 6.7256 -1.2121 -2.8834 0.12
H 4.9212 -2.2416 -1.5765 0.10
H 2.9119 -4.4613 -0.6676 0.10
H 2.5502 -6.1634 -2.4098 0.12
H 1.4054 -5.5604 -4.5127 0.12
H 0.6239 -3.2477 -4.8794 0.12
H 0.9812 -1.5344 -3.1501 0.06
C -0.9595 5.0007 -2.2942 -0.06
C -0.3040 3.9201 -1.4226 -0.60
C 1.1892 3.8534 -1.7743 -0.08
C -0.3745 4.3554 0.0449 -0.08
P -1.0808 2.2291 -1.6323 1.05
N -0.4678 1.2629 -0.4258 -0.35
C -2.9599 2.3046 -1.5250 -0.58
C -3.5201 0.9148 -1.1837 -0.08
C -3.4315 3.2763 -0.4296 -0.07
C -3.5871 2.7910 -2.8417 -0.06
C -0.5474 1.4519 -3.2564 -0.58
C -1.3572 0.1588 -3.4546 -0.08
C 0.9302 1.0273 -3.1786 -0.11
C -0.6964 2.3688 -4.4763 -0.05
H -0.3838 5.9187 -2.1644 0.10
H -1.9811 5.2222 -1.9965 0.07
H -0.9519 4.7621 -3.3550 0.07
H 1.6405 4.7950 -1.4589 0.10
H 1.3695 3.7540 -2.8419 0.07
H 1.6968 3.0511 -1.2380 0.06
H 0.1561 5.3047 0.1292 0.10
H 0.1178 3.6348 0.6915 0.05
H -1.3869 4.5140 0.4000 0.06
H -2.8965 0.3665 -0.4745 0.04
H -3.6585 0.3074 -2.0746 0.06
H -4.5011 1.0439 -0.7255 0.10
H -3.0820 2.9998 0.5623 0.06
H -4.5207 3.2295 -0.4148 0.10
H -3.1615 4.3091 -0.6300 0.07
H -3.4415 2.1048 -3.6719 0.07
H -3.2408 3.7799 -3.1354 0.08
H -4.6627 2.8637 -2.6723 0.11
H -1.3097 -0.4689 -2.5604 0.04
H -0.9051 -0.4029 -4.2733 0.10
H -2.3971 0.3280 -3.7192 0.07
H 1.1201 0.3945 -2.3121 0.01
H 1.6183 1.8646 -3.1564 0.05
H 1.1586 0.4492 -4.0754 0.10
H -1.7028 2.7499 -4.6256 0.07
H -0.4383 1.7772 -5.3565 0.10
H -0.0055 3.2090 -4.4457 0.07
C -0.8673 -1.6413 -0.3458 -0.25
C -1.4118 -2.8081 -0.9853 -0.30
C -2.5086 -2.7785 -1.8492 -0.03
C -2.9865 -3.9567 -2.3953 -0.04
C -2.3765 -5.1664 -2.0896 -0.04
C -1.2935 -5.2061 -1.2212 -0.04
C -0.8152 -4.0351 -0.6647 -0.05
H -3.0028 -1.8453 -2.0717 0.09
H -3.8407 -3.9336 -3.0573 0.12
H -2.7540 -6.0832 -2.5214 0.12
H -0.8294 -6.1505 -0.9725 0.12
H 0.0191 -4.0595 0.0237 0.11
```

No. 2
DFT (wB97M-V/def2-TZVPD) results for a 13-piece molecular cluster, C48H72ClO28 overall.

The value obtained for the HOMO-LUMO gap is 8.509 eV. As for the charge: -1.

XYZ file:
```
149
Properties=species:S:1:pos:R:3:lowdin_charge:R:1
Cl -17.4754 -7.3000 9.6788 0.62
O -16.5972 -8.1640 10.4287 -0.36
O -16.8680 -6.0232 9.4430 -0.33
O -17.7631 -8.0566 8.4499 -0.38
O -18.7370 -7.1885 10.3331 -0.36
O -15.1911 -3.9700 14.7328 0.14
C -15.9538 -4.8168 14.4263 -0.50
O -15.9864 -5.2679 13.1288 0.02
C -17.2248 -5.9714 13.0120 -0.14
C -17.5349 -6.5055 14.4308 -0.16
C -16.8139 -5.6121 15.3099 -0.11
H -16.9988 -6.7329 12.2656 0.08
H -17.9322 -5.2804 12.5535 0.09
H -17.2785 -7.5583 14.5491 0.10
H -18.5830 -6.4182 14.7172 0.10
H -16.1728 -6.2336 15.9349 0.14
H -17.3678 -4.9370 15.9622 0.14
O -11.3343 -8.2168 10.6162 0.13
C -12.1881 -8.3561 11.4406 -0.46
O -11.9879 -9.3395 12.3890 0.01
C -13.1251 -9.3776 13.2543 -0.15
C -13.8175 -7.9788 13.0784 -0.13
C -13.5221 -7.6305 11.6229 -0.06
H -12.8195 -9.4217 14.2996 0.12
H -13.8160 -10.1798 12.9951 0.09
H -13.4548 -7.1860 13.7326 0.12
H -14.8791 -8.1542 13.2527 0.09
H -13.4861 -6.5929 11.2912 0.14
H -14.1682 -8.1416 10.9092 0.11
O -16.5432 0.3509 11.7089 0.07
C -16.2041 -0.6270 11.0185 -0.44
O -17.1222 -1.5051 10.5724 0.03
C -16.5744 -2.3068 9.5961 -0.19
C -15.1011 -1.9049 9.4227 -0.14
C -14.8178 -1.0320 10.6223 -0.07
H -17.0936 -2.2215 8.6416 0.12
H -16.7266 -3.3024 10.0128 0.11
H -14.9363 -1.3176 8.5194 0.12
H -14.4803 -2.7971 9.3402 0.11
H -14.0162 -0.2986 10.5350 0.13
H -14.4707 -1.7105 11.4016 0.14
O -11.7850 -10.2428 8.4515 0.11
C -12.8619 -10.8020 8.5680 -0.50
O -14.0303 -10.2340 8.4869 0.06
C -15.0568 -11.0701 9.0706 -0.11
C -14.2758 -12.1719 9.8409 -0.15
C -12.9053 -12.1789 9.2116 -0.08
H -15.7106 -11.6014 8.3790 0.10
H -15.7524 -10.5606 9.7374 0.11
H -14.7505 -13.1523 9.8826 0.12
H -14.1736 -11.8858 10.8877 0.09
H -12.6461 -12.9840 8.5242 0.12
H -12.1621 -12.2463 10.0061 0.12
O -12.1828 -7.2248 8.0057 0.08
C -13.1527 -6.5828 7.5452 -0.50
O -13.1802 -5.3428 7.4098 0.09
C -14.3728 -4.9361 6.7150 -0.12
C -15.1034 -6.1738 6.2461 -0.15
C -14.4454 -7.2513 7.0464 -0.06
H -14.0674 -4.2916 5.8907 0.13
H -14.9360 -4.3700 7.4569 0.11
H -14.9082 -6.3334 5.1857 0.12
H -16.1925 -6.2138 6.2634 0.09
H -14.3054 -8.0910 6.3656 0.12
H -15.0396 -7.6417 7.8727 0.10
O -19.7135 -4.4206 13.8521 0.06
C -20.0425 -3.7106 12.8815 -0.43
O -20.7000 -2.5620 13.0340 0.04
C -21.2382 -2.0562 11.8706 -0.14
C -20.6132 -2.9458 10.7575 -0.11
C -19.7830 -3.9929 11.4540 -0.08
H -20.9118 -1.0190 11.9466 0.13
H -22.3198 -2.1208 11.9894 0.13
H -19.9660 -2.4039 10.0678 0.11
H -21.4105 -3.3948 10.1651 0.10
H -18.7488 -3.8009 11.1681 0.12
H -20.1080 -5.0119 11.2440 0.12
O -23.3135 -5.2827 10.4510 0.10
C -22.9217 -6.1808 9.7182 -0.47
O -22.2654 -7.2424 10.2016 0.00
C -21.6778 -8.1405 9.2125 -0.10
C -21.7444 -7.2138 7.9807 -0.16
C -22.9170 -6.3225 8.2315 -0.07
H -22.3593 -8.9753 9.0489 0.12
H -20.6654 -8.3979 9.5239 0.10
H -22.0171 -7.8410 7.1320 0.11
H -20.8210 -6.7102 7.6948 0.09
H -23.8716 -6.7039 7.8690 0.14
H -22.7072 -5.2985 7.9228 0.13
O -24.1209 -7.3442 15.1907 0.07
C -22.9616 -7.5134 14.7968 -0.52
O -22.2496 -8.4079 15.3434 0.08
C -21.0259 -8.5296 14.6947 -0.17
C -21.1021 -7.7784 13.3470 -0.12
C -22.1751 -6.7670 13.7290 -0.06
H -20.8701 -9.5840 14.4665 0.12
H -20.2128 -8.2153 15.3490 0.12
H -21.5123 -8.3733 12.5309 0.11
H -20.1505 -7.4316 12.9442 0.10
H -22.8475 -6.6123 12.8852 0.11
H -21.8937 -5.8156 14.1803 0.13
O -14.9110 -9.1314 3.8551 0.09
C -16.0576 -9.3961 4.2017 -0.54
O -16.9984 -8.5300 4.2729 0.06
C -18.2641 -9.0179 4.7495 -0.14
C -17.9752 -10.4628 4.8669 -0.16
C -16.4689 -10.6571 4.8684 -0.04
H -19.1073 -8.8459 4.0804 0.13
H -18.4908 -8.6057 5.7327 0.11
H -18.5033 -10.9486 4.0464 0.12
H -18.3016 -10.8256 5.8416 0.10
H -16.2728 -11.4802 4.1813 0.13
H -15.9923 -10.7832 5.8406 0.13
O -21.2118 -2.8221 5.6335 0.08
C -20.4115 -3.6976 5.9664 -0.45
O -19.4953 -3.5020 6.9492 0.00
C -18.5545 -4.5733 7.0528 -0.13
C -18.6723 -5.1531 5.6048 -0.15
C -20.1506 -5.0574 5.2882 -0.06
H -18.9040 -5.3248 7.7608 0.10
H -17.5845 -4.1678 7.3404 0.11
H -18.2331 -6.1446 5.4945 0.09
H -18.0575 -4.5698 4.9194 0.13
H -20.7406 -5.7988 5.8269 0.10
H -20.4234 -4.9231 4.2415 0.13
O -17.7599 -13.3268 7.2600 0.12
C -18.5128 -12.7111 7.9485 -0.54
O -18.0997 -11.9479 8.9338 0.04
C -19.1693 -11.2005 9.5420 -0.12
C -20.3443 -11.4139 8.6059 -0.16
C -20.0176 -12.7226 7.8488 -0.05
H -18.9036 -10.1548 9.6969 0.11
H -19.4072 -11.6450 10.5084 0.11
H -20.6368 -10.5233 8.0497 0.10
H -21.2409 -11.5416 9.2125 0.11
H -20.4554 -12.6581 6.8526 0.12
H -20.5144 -13.5929 8.2774 0.13
O -17.6144 -13.2560 12.2155 0.13
C -17.3954 -12.2163 12.7590 -0.45
O -18.1841 -11.0727 12.5425 0.00
C -17.8167 -10.0404 13.4290 -0.17
C -16.9226 -10.7188 14.4714 -0.12
C -16.3098 -11.9852 13.7402 -0.05
H -18.6894 -9.5917 13.9036 0.10
H -17.1803 -9.3543 12.8702 0.11
H -17.4988 -10.9828 15.3582 0.11
H -16.1021 -10.1142 14.8578 0.10
H -16.0324 -12.8702 14.3130 0.13
H -15.3430 -11.7939 13.2746 0.10
```

No. 3
DFT (wB97M-V/def2-TZVPD) results for C48H75IrN2P2SSbSi as an isolated structure.

The value obtained for the HOMO-LUMO gap (spin up / spin down) is 6.635 / 4.538 eV. As for the charge: +2. As for the expectation value of S²: 0.761. The spin multiplicity is 2.

XYZ file:
```
131
Properties=species:S:1:pos:R:3:lowdin_charge:R:1
Ir -0.1381 0.0741 1.0100 0.47
C 0.3977 -1.8365 -2.2593 -0.15
Si 1.0236 -1.1615 -0.6719 0.45
C 2.5771 -0.1998 -0.9461 -0.35
C 3.3556 -0.4166 -2.0840 -0.10
C 4.6271 0.1351 -2.1942 -0.05
C 5.1263 0.9202 -1.1631 -0.04
C 4.3417 1.1734 -0.0427 -0.07
C 3.0605 0.6293 0.0607 -0.37
P 2.0290 0.9304 1.5325 0.98
C 3.1232 0.4163 2.9042 -0.41
C 3.6792 -1.0051 2.6813 -0.17
C 4.3131 -1.5711 3.9725 -0.17
C 4.7383 -0.4565 4.9249 -0.19
C 3.5136 0.3424 5.3949 -0.17
C 2.4521 0.4869 4.2823 -0.19
C 1.7929 2.7532 1.6053 -0.41
C 2.9966 3.5873 2.0615 -0.18
C 2.6419 5.0795 1.9681 -0.18
C 1.4095 5.4233 2.8025 -0.18
C 0.2179 4.5708 2.3702 -0.18
C 0.5667 3.0884 2.4759 -0.23
C 1.5734 -2.5632 0.4417 -0.31
C 2.6906 -3.3169 0.0700 -0.07
C 3.1321 -4.3744 0.8551 -0.05
C 2.4447 -4.7137 2.0156 -0.04
C 1.3286 -3.9802 2.3940 -0.06
C 0.9128 -2.8988 1.6170 -0.39
P -0.5454 -1.9470 2.0831 0.95
C -1.8987 -3.0164 1.5221 -0.41
C -3.2933 -2.4432 1.8042 -0.19
C -4.3611 -3.5309 1.5679 -0.17
C -3.9281 -4.5433 0.4942 -0.19
C -3.0813 -3.8572 -0.5751 -0.17
C -1.7556 -3.3351 0.0184 -0.20
C -0.5529 -1.7933 3.8942 -0.40
C -1.1616 -3.0120 4.6389 -0.18
C -1.8762 -2.5920 5.9271 -0.18
C -1.0691 -1.5148 6.6411 -0.18
C -1.0313 -0.2193 5.8069 -0.17
C -1.2562 -0.4837 4.3089 -0.22
H 1.1150 -2.5850 -2.6122 0.06
H 0.2954 -1.0471 -3.0116 0.02
H -0.5728 -2.3249 -2.1568 0.03
H 2.9862 -1.0517 -2.8837 0.10
H 5.2349 -0.0687 -3.0680 0.12
H 6.1287 1.3270 -1.2202 0.12
H 4.7566 1.7799 0.7524 0.10
H 3.9417 1.1436 2.8802 0.11
H 4.4108 -0.9895 1.8732 0.12
H 2.8688 -1.6580 2.3647 0.07
H 5.1699 -2.1916 3.7108 0.12
H 3.5949 -2.2190 4.4872 0.11
H 5.4575 0.1992 4.4239 0.12
H 5.2539 -0.8764 5.7886 0.12
H 3.8277 1.3316 5.7329 0.11
H 3.0611 -0.1562 6.2548 0.11
H 1.9111 1.4241 4.4175 0.09
H 1.7179 -0.3174 4.3477 0.08
H 1.5507 3.0129 0.5696 0.08
H 3.8739 3.4039 1.4433 0.09
H 3.2492 3.3365 3.0980 0.12
H 2.4511 5.3348 0.9201 0.11
H 3.4997 5.6664 2.2966 0.12
H 1.1703 6.4832 2.7019 0.12
H 1.6243 5.2384 3.8609 0.12
H -0.0479 4.8065 1.3313 0.12
H -0.6547 4.7938 2.9898 0.10
H -0.2838 2.4782 2.1847 0.01
H 0.7826 2.8515 3.5238 0.11
H 3.2309 -3.0748 -0.8419 0.11
H 4.0088 -4.9381 0.5599 0.12
H 2.7725 -5.5516 2.6184 0.12
H 0.7845 -4.2578 3.2910 0.10
H -1.7512 -3.9300 2.1040 0.12
H -3.4584 -1.5878 1.1411 0.11
H -3.3706 -2.0728 2.8289 0.10
H -5.2915 -3.0487 1.2657 0.12
H -4.5653 -4.0544 2.5038 0.11
H -4.8100 -4.9948 0.0413 0.12
H -3.3538 -5.3605 0.9424 0.12
H -3.6534 -3.0299 -1.0049 0.12
H -2.8605 -4.5503 -1.3863 0.12
H -1.4540 -2.4299 -0.5150 0.05
H -0.9637 -4.0726 -0.1189 0.12
H 0.5014 -1.6924 4.1483 0.09
H -0.3592 -3.7017 4.9045 0.11
H -1.8613 -3.5602 4.0076 0.09
H -1.9884 -3.4672 6.5660 0.12
H -2.8831 -2.2241 5.7084 0.12
H -0.0530 -1.8873 6.8085 0.12
H -1.4952 -1.3122 7.6218 0.12
H -0.0678 0.2808 5.9448 0.10
H -1.8037 0.4574 6.1597 0.11
H -0.8890 0.3645 3.7224 0.07
H -2.3248 -0.5596 4.0921 0.11
C 1.7320 1.1269 -4.9406 -0.17
C 0.5101 1.9048 -4.4463 -0.38
Sb 0.6288 2.3515 -2.3526 1.61
C -1.0692 3.6578 -2.1350 -0.42
C -1.1240 4.8473 -3.1028 -0.15
C 2.3868 3.5942 -2.3631 -0.38
C 2.4042 4.7068 -3.4158 -0.14
H 1.6540 0.9395 -6.0136 0.09
H 1.8228 0.1572 -4.4462 0.04
H 2.6601 1.6792 -4.7733 0.07
H -0.4186 1.3532 -4.5973 0.06
H 0.4247 2.8698 -4.9487 0.05
H -1.0651 3.9894 -1.0937 0.03
H -1.9255 2.9951 -2.2713 0.04
H -0.3712 5.5963 -2.8662 0.06
H -2.1000 5.3349 -3.0354 0.09
H -0.9930 4.5438 -4.1427 0.07
H 3.1982 2.8802 -2.5304 0.04
H 2.4959 3.9943 -1.3517 0.04
H 2.2042 4.3285 -4.4203 0.07
H 3.3925 5.1720 -3.4410 0.09
H 1.6857 5.4918 -3.1952 0.06
C -2.7851 3.6093 4.7325 -0.02
C -3.0751 3.4558 3.2710 -0.31
C -3.9956 4.2873 2.6371 0.01
C -4.2108 4.0985 1.2927 -0.09
N -3.5492 3.1647 0.5973 0.05
C -2.7066 2.4260 1.2886 -0.75
S -1.8839 1.2724 0.2027 0.57
N -2.4257 2.4987 2.5886 0.10
H -2.6147 4.6574 4.9831 0.09
H -1.9187 3.0211 5.0098 0.07
H -3.6456 3.2781 5.3204 0.10
H -4.5219 5.0550 3.1899 0.13
H -4.9130 4.7072 0.7357 0.12
```